1.
C3H6Br2N2 | the ωB97M-V functional and the def2-TZVPD basis

Geometry as ORCA input:
```
! RIJCOSX wB97M-V def2-TZVPD def2/J DEFGRID3
* xyz 0 1
C -0.62027 -0.12907 0.91129
H -1.65444 -0.22812 -1.11394
H 1.16026 1.15999 1.17847
Br 1.95185 1.60855 -1.63462
N 0.72876 0.67896 -0.81512
Br 1.70025 -2.33053 -0.09629
C -0.85246 -0.82092 -0.54599
H -1.60467 0.32846 1.13812
H -0.19285 -0.82731 1.68329
N 0.41271 -0.52624 -1.11063
C 0.30374 1.04102 0.57083
H -1.12778 -1.88978 -0.64310
H -0.20510 1.93499 0.47770
*
```

Calculated values
Orbital gap (alpha / beta) = 7.76 / 7.76 eV
Relative energy (zero: lowest compared OMol25 entry of this formula, charge and spin) = 0.158 eV
E_HOMO (alpha / beta) = -8.58 / -8.58 eV

=====

2.
C7H11N | the ωB97M-V functional and the def2-TZVPD basis

Geometry as ORCA input:
```
! RIJCOSX wB97M-V def2-TZVPD def2/J DEFGRID3
* xyz 0 1
C -0.20991 0.67054 -3.49059
C -0.10116 0.25457 0.85463
C 0.37888 0.49586 -2.27280
H 0.48850 -1.76345 1.55588
H -1.04255 0.78263 3.89655
H 0.83210 1.06878 2.69099
H 0.45942 1.42547 -1.71253
H 0.61821 -1.66262 -1.98878
C 0.61076 -0.68502 -1.51852
H -1.01254 -1.62493 0.47463
C -0.03509 -1.26395 0.75825
H -0.77746 0.70858 0.10830
H 1.89963 -0.32859 0.37780
N -1.07413 0.17500 3.07985
H -1.96458 0.33233 2.60593
H -0.47306 -0.08593 -4.20895
C 0.93587 -0.49977 -0.10774
C -0.09299 0.81505 2.18534
H -0.77319 1.57002 -3.74333
*
```

Calculated values
Orbital gap = 3.73 eV
Relative energy (zero: lowest compared OMol25 entry of this formula, charge and spin) = 7.727 eV
E_HOMO = -5.47 eV

=====

3.
C41H30BrF3N9O5SV | the ωB97M-V functional and the def2-TZVPD basis

Geometry as ORCA input:
```
! RIJCOSX wB97M-V def2-TZVPD def2/J DEFGRID3
* xyz -1 4
O 0.06759 1.15183 1.82545
C -4.40048 0.35414 -3.73489
C 5.92710 4.81113 5.09136
C -2.28749 -2.03504 3.02310
C 5.46230 5.31572 3.88132
N -1.74921 -2.27329 -2.53600
F -4.38437 -3.32367 4.23146
C -1.95435 1.14344 -2.79322
H -5.39093 0.04195 -4.04062
C 0.01120 3.33187 0.85057
C -2.62358 -2.74662 -3.39308
H 6.40335 5.46240 5.81318
H 1.44284 -1.68420 -4.78608
H -4.04466 -4.27647 -2.91908
N 1.67743 -1.34053 1.19974
S 2.64337 1.12895 0.06578
Br 0.64304 7.08785 2.55284
H 3.01199 -2.99272 2.83037
N -0.45634 1.70029 -0.90774
C -3.48429 -2.04223 0.95523
C 4.69128 3.12180 3.22770
C 4.85281 4.48675 2.95711
C -0.30972 2.90689 -0.48544
C -3.38439 0.50225 -4.63399
H 0.85478 4.74675 4.35718
H 0.01794 5.39080 0.21849
O 0.47666 -0.96410 -1.48287
C -4.55405 -3.12232 2.91890
C -4.00558 -3.19506 -3.06410
H -2.52235 -3.09969 -5.50343
H 5.01818 1.55879 4.65391
C 5.15132 2.61089 4.44639
H -1.15598 0.91063 -6.12074
H 5.57241 6.36948 3.65381
H 3.68858 2.73406 1.44270
C 0.46198 2.99598 3.20457
H 0.61476 2.30705 4.02559
C -0.67784 1.55153 -2.30600
H -0.36283 -1.06605 2.88906
C 0.38288 -4.76673 0.65084
H -4.34971 -2.30346 0.35993
C 0.60455 4.34741 3.38272
H -2.19405 -2.28686 4.06879
H -0.34406 -5.25326 0.01055
C 2.26782 -3.49177 2.22991
C -3.41072 -2.37744 2.29335
C 0.14582 4.71675 1.05779
O -0.59888 -2.55103 -6.89227
H 1.33057 1.99086 -2.79765
H 1.02685 1.63911 -5.23109
C -1.26616 -1.36272 2.37351
H 2.65149 -5.42094 3.06185
O 1.20688 -1.89239 -5.76488
N -2.09607 -2.80269 -4.63854
C 1.51251 -2.73079 1.32455
O 1.62025 -1.28761 -3.36208
H -3.52926 0.30756 -5.69068
C 0.57737 -3.40120 0.52203
H -4.32535 -2.71794 -2.13939
N -2.97802 1.00511 -1.91362
N -1.33319 -1.03705 1.08301
C 0.60247 -1.39434 -2.65507
C 0.17886 2.43453 1.93494
C 0.17894 1.51506 -4.56992
N 3.75544 1.04655 2.56333
C -0.60956 -2.02406 -3.25906
V 0.47788 -0.00026 0.26117
C -0.80580 -2.35190 -4.57754
C 1.11130 -5.50966 1.57215
C 0.35106 1.73977 -3.18688
C -2.11457 0.92036 -4.18412
C -2.41744 -1.37007 0.38333
H -4.94056 0.52402 -1.64774
C -1.02254 1.10938 -5.06348
C -0.04223 -2.26994 -5.84476
H 0.95417 -6.57681 1.67171
H 0.01990 -2.85608 -0.23158
H -4.70695 -2.92875 -3.85713
H -0.44451 3.71980 -1.20433
N 2.64350 -0.82792 1.97674
H 6.11424 3.04767 6.29822
H 4.48229 4.88868 2.01983
C 3.03835 0.41452 1.63625
H -2.40711 -1.11076 -0.66920
N 4.07689 2.32278 2.29057
C -4.14051 0.62692 -2.37691
F -4.72630 -4.32891 2.35065
F -5.71449 -2.45846 2.76592
C 0.44253 5.21430 2.29705
C 2.05757 -4.85787 2.35044
C 5.76312 3.45739 5.35823
*
```

Calculated values
Orbital gap (alpha / beta) = 5.52 / 6.25 eV
Relative energy (zero: lowest compared OMol25 entry of this formula, charge and spin) = 0.000 eV
E_HOMO (alpha / beta) = -3.63 / -4.36 eV

=====

4.
C8H12N2O2 | the ωB97M-V functional and the def2-TZVPD basis

Geometry as ORCA input:
```
! RIJCOSX wB97M-V def2-TZVPD def2/J DEFGRID3
* xyz 0 1
C 2.66589 -1.62178 -0.10025
O -2.36942 -0.45636 -1.48540
H -2.99259 2.71749 2.51349
H -2.80775 3.33739 0.37557
C 0.70853 -0.02007 0.07709
H 2.49385 0.17068 1.30334
C 2.23104 -0.07634 0.31024
H 2.26848 -2.23416 0.63329
N -1.23906 0.88876 0.08591
C 0.60180 -1.95441 -1.37614
H 2.42733 -1.26463 -2.15595
H -1.34189 2.86051 1.48092
C -1.40067 -0.18730 -0.78992
C -2.32240 1.27852 1.04776
H 0.28512 -2.92601 -0.75734
O 0.08812 1.03055 0.60479
C -0.00111 -0.69608 -0.88172
H 2.51858 0.68538 -0.61590
H 3.75778 -1.65721 -0.09418
N 2.08472 -2.00646 -1.41014
H -3.28146 1.00738 0.46968
C -2.46358 2.69212 1.31587
H 0.27251 -2.16086 -2.43161
H -2.18382 0.59288 1.88061
*
```

Calculated values
Orbital gap = 9.60 eV
Relative energy (zero: lowest compared OMol25 entry of this formula, charge and spin) = 5.438 eV
SMILES string = CCn1oc2c(c1=O)CNCC2
E_HOMO = -8.93 eV

=====

5.
C3H7ClN2O | the ωB97M-V functional and the def2-TZVPD basis

Geometry as ORCA input:
```
! RIJCOSX wB97M-V def2-TZVPD def2/J DEFGRID3
* xyz 0 1
H 0.06188 -1.54241 1.20911
H 2.10539 0.80277 -0.66373
H -2.23232 0.71970 -0.34463
O 1.96843 -1.27156 -0.47391
C 0.16573 0.23201 0.09454
C -0.64193 -0.83490 0.78505
H -1.33123 -0.35143 1.52733
N -1.63600 1.52999 -0.23195
C 1.66884 0.01019 -0.00993
H 1.59169 -1.28064 -1.35855
Cl -1.64113 -1.76117 -0.37747
H 2.11440 0.06141 1.02905
H -1.89589 2.33460 -0.81607
N -0.29785 1.35146 -0.36884
*
```

Calculated values
Orbital gap = 9.77 eV
Relative energy (zero: lowest compared OMol25 entry of this formula, charge and spin) = 0.803 eV
SMILES string = N/N=C(/CO)CCl
E_HOMO = -9.02 eV

=====

6.
C7H8O | the ωB97M-V functional and the def2-TZVPD basis

Geometry as ORCA input:
```
! RIJCOSX wB97M-V def2-TZVPD def2/J DEFGRID3
* xyz 0 1
C 0.11671 -0.87541 0.41426
H 2.72077 0.05149 0.95559
H -1.38662 1.92590 -0.62943
C 2.20625 -0.08254 -0.09899
C 1.22464 1.00924 -0.26098
H 0.17800 -1.01415 1.53729
H -1.40410 -2.34258 -0.28752
H -3.08099 -0.47924 -0.55278
O 1.32311 -1.22726 -0.25306
C -1.12970 -1.33793 -0.14400
C 0.03877 0.59623 0.26626
H 1.49608 1.98629 -0.61449
H -1.91754 1.32187 0.94047
C -1.39465 1.00670 0.05070
H 2.99479 -0.20827 -0.94544
C -1.98552 -0.33033 -0.37787
*
```

Calculated values
Orbital gap = 10.06 eV
Relative energy (zero: lowest compared OMol25 entry of this formula, charge and spin) = 2.672 eV
SMILES string = C1=C[C@H]2OCC=C2C1
E_HOMO = -8.98 eV

=====

7.
C20H27N2O4PV | the ωB97M-V functional and the def2-TZVPD basis

Geometry as ORCA input:
```
! RIJCOSX wB97M-V def2-TZVPD def2/J DEFGRID3
* xyz 2 2
C 1.76208 1.95962 -2.63568
H 1.84004 2.99343 -3.00472
C -1.36315 0.10623 -1.83208
H -2.20493 -2.37592 -0.66568
H 0.02988 -3.03050 3.22609
H -2.54702 -0.52048 6.67949
H 0.58296 -1.07383 -3.12470
H -3.09710 -1.90954 -3.93295
H 2.39347 -3.19142 -0.88062
C -1.69966 -2.38449 -1.64645
H 1.49346 4.21527 -0.82490
H 0.72922 3.53651 0.66364
C 1.84976 -2.40906 -0.33395
C -2.01084 -1.04542 5.88917
C -1.41534 -1.45615 3.57803
O -1.97738 0.04288 1.77187
H 1.42709 -2.82978 0.58194
C -1.06702 -2.01922 6.27431
H 1.08303 0.80395 1.35233
H -0.65963 3.30262 -2.60963
H 2.53819 -1.60094 -0.06374
C 1.39152 3.32759 -0.18578
C -2.17110 -0.75776 4.53883
C -1.88563 -1.06730 -2.35309
H 1.33917 1.33124 -3.42846
H -2.52879 2.38268 -4.08119
C -1.36435 -0.99747 2.14284
C -2.67686 -0.98908 -3.52096
H -1.45225 2.97858 -1.02674
H 1.80754 -2.35799 -2.93401
H 2.12046 -0.71839 -2.30430
C -0.88435 2.53351 -1.86104
V -0.13234 -0.12534 -0.07180
C -0.27527 -2.90016 -1.39402
N 0.76628 -1.86451 -1.17551
C -2.90025 0.23756 -4.14616
O 0.14546 -3.02895 7.93921
C -0.33705 -2.75312 5.32324
H 2.76080 1.58697 -2.37797
C -0.52813 -2.47302 3.97468
C 1.35050 -1.47671 -2.46297
P 0.72266 1.92995 -1.12978
N -0.74760 -2.20066 7.65239
C -1.57440 1.33664 -2.44933
H -2.18920 -3.15958 -2.24864
H -3.48251 0.27978 -5.06627
O -1.35879 -1.53724 8.51419
H 0.05628 -3.52446 -2.23482
C -2.36945 1.41130 -3.60617
H -2.87883 0.01150 4.21814
H -0.27688 -3.54619 -0.51080
H 0.41705 1.14483 1.48481
O -0.57403 -1.68022 1.35840
H 0.38759 -3.48885 5.65411
H 2.37557 3.02902 0.20095
*
```

Calculated values
Orbital gap (alpha / beta) = 4.81 / 5.86 eV
E_HOMO (alpha / beta) = -14.74 / -14.74 eV

=====

8.
C5H13N2O | the ωB97M-V functional and the def2-TZVPD basis

Geometry as ORCA input:
```
! RIJCOSX wB97M-V def2-TZVPD def2/J DEFGRID3
* xyz -1 1
H 0.22676 1.78022 0.83535
H -3.04826 -1.66810 -0.36596
C 0.52879 0.73685 0.96558
H -1.62303 -2.36663 0.21714
N -1.68387 -0.20421 0.42302
H 1.61978 -1.11598 -1.65233
N 0.24745 0.44021 2.37362
H 0.44101 1.23710 2.95016
C -0.04692 0.21555 -1.40948
H 0.76142 -0.39947 2.64399
C -0.27500 -0.16558 0.05874
H -0.76788 -0.34851 -2.02414
H 1.33791 0.07019 -2.99570
H -1.76974 0.08516 1.37830
C -2.29061 -1.51901 0.40858
H -2.73384 -1.85728 1.35328
H -0.30835 1.26803 -1.55799
O 2.32200 0.78645 -1.30649
H 1.55949 0.70000 0.58236
C 1.42145 -0.03689 -1.88020
H 0.20155 -1.15153 0.10100
*
```

Calculated values
Orbital gap = 6.14 eV
Relative energy (zero: lowest compared OMol25 entry of this formula, charge and spin) = 1.125 eV
SMILES string = CN[C@H](CN)CC[O-]
E_HOMO = -2.31 eV